The following is a quantum chemistry calculation of C29H41ClN5O4ReS2SbSe4 as an isolated structure, from OMol25.

Output
Orbital gap (alpha / beta) = 5.13 / 5.14 eV
2S+1 = 2
LUMO level (alpha / beta) = -0.75 / -0.73 eV
Total charge = 0

Each line ends with the Mulliken charge.
Geometry (Å):
H  3.37422  1.79179  2.09250  0.4174
C  2.15115  -1.01182  2.53511  -1.0090
C  3.27027  1.08533  -3.14158  -0.2786
C  4.52493  -0.98755  -4.52400  -0.7260
O  0.59335  1.31768  1.74913  -0.6965
C  -2.15832  -3.20509  3.32945  -0.5358
C  -0.95418  -2.83733  2.73997  0.7287
H  -1.56758  -1.58817  1.28799  -0.0260
C  -1.86015  0.18549  -1.07415  -0.6986
Se  1.82764  -4.41963  -3.17842  -0.6128
C  3.56310  1.22431  -4.48724  -0.8628
S  3.36080  -0.35020  -0.77125  0.7048
H  4.43284  -2.08066  -2.67105  0.5042
H  -2.99158  -2.50915  3.33296  0.3536
H  5.48561  2.55782  0.35211  0.4213
H  -4.05084  1.29105  -1.08596  0.3879
C  -1.24720  -5.36557  3.84166  -0.5713
H  1.08290  -3.41493  2.36698  0.4350
H  4.96856  -1.81046  -5.06736  0.4314
Se  2.31059  -6.15586  0.51357  -0.6102
H  -2.76774  -2.99029  -0.63694  0.1414
H  -1.72647  -1.44605  -2.35513  0.2079
H  -5.05694  1.17968  2.78549  0.2194
H  4.42572  0.30995  -6.22368  0.3904
C  3.64566  -0.08657  -2.49490  0.6848
C  0.11695  -3.71116  2.75015  -0.1202
H  -6.12795  0.35687  -1.84536  0.3593
C  -0.52270  4.26308  -1.15211  -0.9537
H  -0.61320  6.32932  -1.71341  0.4153
C  4.20426  0.19463  -5.17070  -0.4869
H  0.78594  -5.68086  3.21404  0.3344
H  2.54130  2.61954  -0.45012  -0.4352
H  2.49314  -0.05077  2.93680  0.3108
O  -2.40554  1.25196  -1.47443  -1.0604
H  1.31247  5.50520  2.02181  0.4208
Se  1.10545  -2.42979  -0.13263  -0.2598
H  -1.31442  -2.48130  -0.36738  -0.9226
N  -5.22489  0.84139  1.85532  -0.3465
C  -0.28020  5.61659  -0.97032  -0.5642
S  1.21387  2.66920  2.10840  -0.1851
C  -0.03997  -4.98563  3.27979  -1.1422
C  -0.08812  3.33905  -0.20850  0.3910
H  -4.56974  -1.60233  -0.09838  0.2459
H  -1.36931  -6.36527  4.23669  0.3932
H  -6.10635  0.39390  1.68315  0.1602
H  -3.85917  -2.11920  -2.69886  0.5396
H  4.65979  0.35614  1.01018  0.5125
C  -4.96380  -1.28513  -1.06679  -0.1027
H  -2.73304  2.13047  0.30811  0.0623
C  0.81021  5.16410  1.12363  -0.5285
H  -0.28087  2.28105  -0.33983  0.2851
N  -4.83077  1.08892  -0.42539  -0.1512
Re  0.77073  -0.60399  0.96679  3.3830
C  -2.30158  -4.46268  3.89071  -0.6286
H  3.28500  2.13199  -5.00656  0.4353
H  4.83376  2.40688  -1.26900  0.4367
H  -3.06500  2.13765  2.01653  0.2089
H  -6.56665  -0.09768  -0.20907  0.4507
H  2.72591  1.85703  -2.61280  0.3347
O  2.06152  0.42193  -0.44598  -0.9334
H  1.71255  -1.53849  3.38304  0.4799
O  -0.83714  0.19756  -0.34774  -0.3253
C  2.97752  2.71322  1.66083  -0.8492
H  -1.27686  -0.84627  2.71946  0.4290
C  0.58073  3.80964  0.90709  0.5105
C  -4.49716  1.31159  0.82792  0.7891
C  -5.72289  0.02385  -0.88955  -1.3878
N  -0.90043  -1.53469  2.07096  -0.1217
H  3.53129  3.97959  0.01593  0.6600
Se  -1.44287  -5.36280  -0.83125  -0.6127
H  3.32601  3.53482  2.29314  0.5868
Cl  3.69205  -1.91460  2.21839  -0.1923
C  -2.38808  -1.17700  -1.51834  1.2395
Sb  0.93409  -4.84260  -0.97463  0.7433
H  -3.94682  -0.37109  -2.76896  0.3985
C  3.36447  2.91571  0.19431  0.2913
C  0.37793  6.06944  0.16877  -0.5833
N  -2.26982  -2.13176  -0.41017  -0.0445
C  -3.81317  -1.21642  -2.08940  -1.4222
H  -3.24131  -4.74262  4.34894  0.3701
N  -3.40436  2.04663  1.07571  -0.2764
C  4.67175  0.65284  -0.04078  -0.8480
C  4.24094  -1.13964  -3.17305  -0.6825
C  4.63994  2.16660  -0.22213  -1.2956
H  -1.04772  3.90715  -2.02871  0.5525
H  5.58192  0.23622  -0.47890  0.5389
H  0.54844  7.12754  0.31579  0.4092
H  -5.68436  -2.03935  -1.38638  0.3839

The following is a quantum chemistry calculation of C29H41N2O4PSi2W as an isolated structure, from OMol25.

Output
Orbital gap (alpha / beta) = 7.04 / 7.04 eV
Energy relative to the best compared isomer or geometry (same formula, charge and spin) = 0.1 kcal/mol
LUMO level (alpha / beta) = 0.28 / 0.28 eV
Total charge = 0

Each line ends with the Mulliken charge.
Geometry (Å):
H  1.22042  -2.30909  -3.56787  0.5070
H  -0.14000  -3.80271  0.85532  0.2300
C  5.27600  0.09823  -2.01015  -0.5972
C  0.09083  0.81245  -3.23401  0.4806
H  0.68592  3.09930  0.46857  0.3393
C  -4.27297  -0.92065  -2.11155  -1.5641
C  2.43888  -1.99563  1.78936  -1.4776
C  -0.08216  2.12579  -2.80194  -0.1244
H  -1.38059  -0.99829  4.31257  0.0318
H  6.35246  0.20749  -1.98949  0.3695
H  -0.66305  4.11558  -3.33617  0.4328
C  0.82849  0.18738  3.11535  0.0923
H  -2.31891  -2.10287  5.33430  0.3895
H  -0.50492  -2.08133  -3.20960  0.4968
C  -0.67025  1.45034  -5.42724  -0.6580
C  0.86235  0.42304  5.52459  -0.6978
C  4.69515  -1.12680  -1.71387  -0.8336
H  3.58794  0.46871  0.36872  0.2747
H  0.11701  2.37377  -1.76677  0.2105
C  0.50519  -2.04667  -2.79009  -1.3089
H  -3.31335  0.75268  1.96888  0.2404
C  2.81401  0.87752  1.01932  -1.1545
C  -2.81516  1.67019  1.64288  -1.5624
H  2.47982  1.89772  -2.61495  0.3486
C  -3.56699  0.12867  -1.27255  0.4429
H  -2.92875  2.40980  2.44055  0.5154
C  -0.70846  1.68874  4.21449  -0.5951
C  3.31619  -1.26522  -1.73495  -0.5184
H  -2.71354  2.09903  -1.43799  0.0665
H  2.18557  -0.85184  4.42533  0.3316
C  3.09219  1.04340  -2.35872  -0.5656
O  -1.29887  -1.80702  1.73724  -0.9076
H  -4.15926  0.34856  -0.38141  0.3090
H  2.41754  1.77648  0.54546  0.0464
C  1.36595  -0.14271  4.35957  -0.5459
C  2.50273  -0.17902  -2.05354  0.6716
C  -0.23357  1.10242  3.04094  0.3776
P  0.69276  -0.39591  -2.02346  1.8159
H  -3.02148  -1.46995  3.83585  0.2160
H  2.88605  -2.22880  -1.49198  0.2958
H  3.31078  -1.76738  2.41021  0.5112
Si  1.46837  -0.40003  1.43017  1.0889
C  -0.83547  2.75802  -4.99235  -0.7093
C  4.47204  1.18032  -2.33582  -0.7167
O  -2.34356  -0.43805  -0.80763  -0.5176
C  -2.10190  -1.81324  4.30888  -0.5448
H  -3.34478  2.05931  0.77167  0.3863
O  0.80170  -4.25560  -1.93222  -0.7150
W  -0.69594  -0.79484  -0.05009  2.3017
H  -1.20228  3.51227  -5.67649  0.3944
H  -5.24337  -0.54896  -2.44338  0.4253
H  -1.52075  2.40778  4.17898  0.2947
H  -4.42709  -1.83283  -1.53585  0.3689
H  -0.28279  -4.75093  2.31783  0.2034
C  -3.29812  1.40391  -2.04060  -0.8879
H  3.28912  1.17707  1.95775  0.5678
C  0.55246  -3.09944  -1.67903  0.1839
H  -0.55769  1.80380  6.35515  0.3785
H  -0.94931  3.45155  -0.11673  0.3116
C  -1.13531  -2.89667  2.34674  0.3455
Si  -0.96456  1.36613  1.30419  0.4415
H  2.79744  -2.47336  0.87580  0.2020
H  -0.90481  1.18528  -6.45002  0.4210
H  1.27803  0.15217  6.48813  0.4104
N  -0.58015  -3.96818  1.76319  -0.2631
H  -1.46470  -3.84391  4.10850  0.1850
H  5.31378  -1.97788  -1.46067  0.4260
O  0.27125  -2.64621  -0.47423  -0.5282
H  4.91806  2.13777  -2.57166  0.4234
H  -4.24164  1.88098  -2.31064  0.4982
H  -0.51370  3.79504  1.55502  0.4745
H  1.82768  -2.72665  2.32336  0.3332
H  -2.74433  1.18818  -2.95607  0.1964
C  -0.37230  3.08299  0.73627  -1.4706
C  -0.19764  0.48010  -4.55433  -0.9201
H  -0.05885  -0.53380  -4.90732  0.3695
C  -0.17070  1.35024  5.45027  -0.7681
C  -0.53195  3.09779  -3.68093  -0.6120
H  -3.67485  -1.16014  -2.99286  0.2979
N  -1.56336  -2.97535  3.61580  -0.2088